# C6H8FIO2

A structure of composition C6H8FIO2 at a distorted geometry (the ωB97M-V functional and the def2-TZVPD basis, the Open Molecules 2025 dataset).

Geometry as XYZ:
```
18
Properties=species:S:1:pos:R:3:mulliken_charge:R:1
I 3.5842 0.2032 -0.0127 0.082
F 1.7965 -2.0189 -0.5297 -0.243
O -1.5835 -1.6267 0.5481 -0.456
O -3.5122 -0.6593 -0.4336 -0.487
C -1.0695 -0.5031 -0.2167 -0.136
C 0.5665 1.3081 -0.5391 -0.033
C -0.0613 0.3670 0.2743 -0.299
C 1.5971 2.0384 -0.0893 -1.324
C 1.9841 -1.0859 0.4618 -0.270
C -2.4995 -0.5610 0.4180 0.032
H -3.3629 -1.4954 -0.9758 0.361
H -1.1476 -0.7631 -1.2197 0.538
H 0.3054 1.3842 -1.5879 0.272
H 2.2339 -1.8174 1.2456 0.328
H -2.8891 0.1358 1.1189 0.437
H 0.1993 0.3621 1.4015 0.309
H 1.6976 2.2308 0.9755 0.408
H 2.1609 2.5011 -0.8392 0.482
```

Total charge: 0
LUMO level (alpha / beta): -0.40 / -0.40 eV
HOMO-LUMO gap (alpha / beta): 7.41 / 7.41 eV
HOMO (alpha / beta): -7.8 / -7.8 eV



# C6H8I2NOS

A structure of composition C6H8I2NOS at a distorted geometry (the ωB97M-V functional and the def2-TZVPD basis, the Open Molecules 2025 dataset).

Geometry as XYZ:
```
19
Properties=species:S:1:pos:R:3:mulliken_charge:R:1
I -4.0540 -0.5870 0.2046 0.281
I -1.9736 2.6669 -0.1742 0.223
S 0.4239 -2.0530 -0.5837 -0.074
O -2.0280 -2.9478 -0.6329 -0.364
N 0.2070 0.6490 0.3818 -0.080
C 2.2155 0.1008 -0.1606 -0.594
C 0.9966 -0.5817 0.4652 -0.176
C 1.3354 1.3285 -0.3286 -0.515
C -1.9389 -0.4265 0.4423 -1.121
C -1.1689 0.5833 -0.2223 -0.948
C -1.2484 -2.1858 -0.1952 0.593
H 1.1144 -0.9236 1.4701 0.461
H 1.6203 2.4080 -0.1193 0.362
H 1.1510 1.4230 -1.3716 0.251
H 2.6758 -0.2656 -1.1000 0.326
H 0.0184 1.0670 1.3535 0.566
H -0.9240 0.3841 -1.2001 0.745
H -1.5498 -0.6003 1.3623 0.715
H 3.1273 -0.0393 0.4087 0.348
```

Total charge: +1
LUMO level: -4.34 eV
HOMO-LUMO gap: 8.24 eV
HOMO: -12.6 eV



# C6H8INO2S

An isolated molecule of C6H8INO2S at a distorted geometry (the ωB97M-V functional and the def2-TZVPD basis, the Open Molecules 2025 dataset).

Geometry as XYZ:
```
19
Properties=species:S:1:pos:R:3:mulliken_charge:R:1
I 3.4952 -1.2066 0.2041 0.150
S 1.6897 1.6033 -0.1501 0.997
O 2.7650 2.1390 0.5937 -0.562
O 1.5222 2.1521 -1.4609 -0.597
N 0.1807 1.7970 0.6258 -0.655
C -0.7708 1.0264 0.3173 1.082
C 0.2567 -2.5281 -0.5136 -1.767
C 0.4658 -1.0434 -0.3295 1.177
C -2.0042 1.2877 1.1829 -1.617
C 1.6277 -0.4322 -0.2037 -0.585
C -0.6449 -0.1178 -0.6718 -1.290
H 1.0452 -3.1544 -0.7544 0.509
H -2.3542 0.5112 1.7350 0.445
H -1.5406 -0.5922 -0.6390 0.483
H -0.5541 0.4905 -1.5262 0.470
H -2.8127 1.4789 0.6441 0.452
H -0.0380 -2.9274 0.3687 0.405
H -0.4814 -2.5764 -1.2031 0.444
H -1.8475 2.0925 1.7807 0.456
```

Structure (SMILES): CC1=NS(=O)(=O)C(I)=C(C)C1
Total charge: 0
LUMO level: 0.28 eV
HOMO-LUMO gap: 9.61 eV
HOMO: -9.3 eV



# C6H8LiO6Yb

A structure of composition C6H8LiO6Yb at a distorted geometry (the ωB97M-V functional and the def2-TZVPD basis, the Open Molecules 2025 dataset).

Geometry as XYZ:
```
22
Properties=species:S:1:pos:R:3:mulliken_charge:R:1
Yb 0.6587 -0.8631 2.9320 1.109
O 0.1051 0.3147 -2.0086 -0.371
O -0.3707 -1.3758 0.0777 -0.538
O 1.7468 0.1847 1.5094 -0.531
O 1.4072 1.4985 -0.7802 -0.314
O -1.2876 -0.8169 2.0359 -0.555
O -2.5178 -1.5905 0.3485 -0.290
C -2.3715 -2.0575 -1.0112 -0.458
C 2.2698 1.4753 1.4339 -0.499
C 1.5349 2.3053 0.3897 -0.332
C -1.3511 -1.0999 -1.6270 -0.173
C 0.1680 1.4276 -1.4110 0.381
C -1.3766 -1.2472 0.8811 0.920
Li 1.4495 -0.4676 -0.2862 0.861
H 2.0919 3.2233 0.1541 0.341
H 0.5274 2.5725 0.7405 0.349
H 3.3325 1.3762 1.1490 0.321
H -1.9725 -3.0772 -1.0128 0.313
H -0.9713 -1.6125 -2.5187 0.391
H 2.2266 2.0112 2.3978 0.357
H -3.3502 -1.9581 -1.4886 0.346
H -1.9491 -0.2229 -1.9054 0.369
```

Expectation value of S²: 0.754
Total charge: +2
LUMO level (alpha / beta): -8.71 / -9.84 eV
2S+1: 2
HOMO-LUMO gap (alpha / beta): 7.14 / 6.01 eV
HOMO (alpha / beta): -15.9 / -15.9 eV



# C6H8N

The ion C6H8N with charge +1 at a distorted geometry (the ωB97M-V functional and the def2-TZVPD basis, the Open Molecules 2025 dataset).

Geometry as XYZ:
```
15
Properties=species:S:1:pos:R:3:mulliken_charge:R:1
N 0.4734 0.5173 -0.0268 0.035
C -1.5706 -1.3787 -0.3848 -0.594
C 0.6919 -0.7590 -0.0046 0.307
C -0.9177 0.9220 0.2506 -0.492
C 1.1977 1.5465 -0.3116 -0.155
C -1.8483 -0.2088 0.0308 -0.198
C 1.5043 -1.7488 -0.0862 -0.685
H 2.1877 1.3369 -0.3621 0.321
H 0.8221 2.6115 -0.3900 0.262
H -1.2202 1.6656 -0.4713 0.428
H 2.3932 -1.6244 0.5639 0.301
H -0.9848 1.5086 1.2138 0.385
H 1.1183 -2.7139 -0.2179 0.301
H -2.8976 0.1826 -0.0136 0.335
H -1.8336 -2.3440 -0.6242 0.448
```

Total charge: +1
LUMO level (alpha / beta): -5.77 / -5.91 eV
HOMO-LUMO gap (alpha / beta): 7.26 / 7.13 eV
HOMO (alpha / beta): -13.0 / -13.0 eV



# C6H8N2

A cluster of 2 separate species, C6H8N2 in total at a distorted geometry (the ωB97M-V functional and the def2-TZVPD basis, the Open Molecules 2025 dataset).

Geometry as XYZ:
```
16
Properties=species:S:1:pos:R:3:mulliken_charge:R:1
N -0.4073 0.6629 -0.3825 -0.201
N -1.2823 0.4055 2.5373 -0.441
C 0.4419 1.6038 -2.1964 -0.517
C 0.2804 1.7279 -0.8333 -0.529
C 0.5379 -1.1737 1.8487 -0.885
C -0.4748 -0.1576 1.8500 0.732
C -0.6253 -0.1861 -1.4044 -0.457
C -0.1372 0.3758 -2.5639 -0.470
H -1.1456 -1.1148 -1.2582 0.360
H -1.9099 1.1406 2.2535 0.336
H 1.2757 -0.9748 1.0738 0.291
H 0.9048 2.3209 -2.8486 0.383
H -0.2106 -0.0458 -3.5478 0.390
H 1.0242 -1.2198 2.8265 0.353
H 0.5735 2.5263 -0.1756 0.381
H 0.0715 -2.1367 1.6348 0.274
```

Total charge: 0
LUMO level: -0.50 eV
HOMO-LUMO gap: 6.61 eV
HOMO: -7.1 eV



# C6H8N2

A structure of composition C6H8N2 at a distorted geometry (the ωB97M-V functional and the def2-TZVPD basis, the Open Molecules 2025 dataset).

Geometry as XYZ:
```
16
Properties=species:S:1:pos:R:3:mulliken_charge:R:1
N 1.7319 1.5096 0.1368 -0.623
N -0.0495 -1.9993 0.5786 -0.717
C -1.0064 1.0283 1.9499 -0.837
C -0.0085 -0.0120 -1.3025 -0.394
C -0.7645 -0.9032 0.3276 0.265
C 0.8783 -0.5735 -2.1375 -0.581
C -0.3144 0.3368 1.0378 0.098
C 0.6277 0.9579 0.1412 0.376
H 0.8716 -0.3795 -3.2035 0.272
H 2.1508 1.7408 1.0383 0.273
H -0.4490 -2.7984 0.0782 0.258
H 1.7124 -1.1414 -1.7355 0.279
H -0.8600 0.5268 -1.7116 0.342
H -0.7381 2.0434 2.2211 0.285
H -1.8624 -0.9606 0.2111 0.399
H -1.9198 0.6245 2.3702 0.304
```

Total charge: 0
LUMO level (alpha / beta): -0.65 / -0.64 eV
HOMO-LUMO gap (alpha / beta): 7.66 / 7.62 eV
HOMO (alpha / beta): -8.3 / -8.3 eV



# C6H8N2

An isolated molecule of C6H8N2 at a distorted geometry (the ωB97M-V functional and the def2-TZVPD basis, the Open Molecules 2025 dataset).

Geometry as XYZ:
```
16
Properties=species:S:1:pos:R:3:mulliken_charge:R:1
N -0.4330 2.4147 -1.0723 -0.702
N 2.4835 1.0577 -0.1222 -0.667
C 1.2591 0.8057 -0.2099 0.295
C -2.1663 0.1543 0.6262 -1.167
C 0.0128 1.4319 -0.3953 0.389
C 0.8112 -2.0427 -0.0484 -1.160
C -0.7724 0.1065 0.0982 0.318
C 0.2809 -0.6649 0.0374 0.330
H -2.6579 -0.8146 0.5134 0.348
H 0.7258 -2.4011 -1.0802 0.266
H 0.2305 -2.7366 0.5670 0.337
H 2.9327 0.6714 0.7136 0.276
H -2.7345 0.9555 0.1498 0.324
H 1.8705 -2.0749 0.2199 0.284
H 0.2942 2.7757 -1.6987 0.261
H -2.1372 0.3613 1.7013 0.268
```

Structure (SMILES): [H]/N=c1/c(C)c(C)/c1=N\[H]
Total charge: 0
LUMO level: 0.18 eV
HOMO-LUMO gap: 8.64 eV
HOMO: -8.5 eV



# C6H8N2

An isolated molecule of C6H8N2 at a distorted geometry (the ωB97M-V functional and the def2-TZVPD basis, the Open Molecules 2025 dataset).

Geometry as XYZ:
```
16
Properties=species:S:1:pos:R:3:mulliken_charge:R:1
N -0.1189 -1.5326 -0.9067 -0.586
N 0.2293 1.1461 -0.9774 -0.503
C 1.0719 -1.0517 -0.1293 -0.173
C -0.8333 0.0278 1.0165 -0.358
C -1.2904 -0.7763 -0.2364 -0.510
C -1.0226 0.6397 -0.1987 -0.094
C 1.3842 0.4384 -0.2214 -0.265
C 0.6859 -0.2042 1.0313 -0.409
H 2.1934 1.2083 -0.0460 0.378
H 1.2971 -0.1406 1.9034 0.540
H 1.8288 -1.9277 0.1548 0.281
H -0.2487 -0.9760 -1.8558 0.366
H -2.3449 -0.9005 -0.3064 0.322
H -1.1631 0.3311 2.0005 0.431
H 0.2110 2.3448 -1.2417 0.308
H -1.8797 1.3734 0.0131 0.272
```

Structure (SMILES): N1[C@@H]2[C@@H]3N[C@@H]4[C@H]1[C@@H]4[C@H]23
Total charge: 0
LUMO level: 0.84 eV
HOMO-LUMO gap: 9.15 eV
HOMO: -8.3 eV



# C6H8N2

An isolated molecule of C6H8N2 at a distorted geometry (the ωB97M-V functional and the def2-TZVPD basis, the Open Molecules 2025 dataset).

Geometry as XYZ:
```
16
Properties=species:S:1:pos:R:3:mulliken_charge:R:1
N -1.2425 -1.1201 -0.3072 -0.166
N 1.1402 -0.5085 -0.4763 -0.277
C -0.9295 1.0881 -0.2066 -0.091
C 1.9348 -0.2919 0.7352 -0.467
C 2.4004 0.3965 -0.5554 -0.319
C -2.5104 -0.6634 -0.0099 -0.497
C -2.4470 0.8478 0.0166 -0.416
C -0.2573 -0.1020 -0.4973 0.019
H 3.1275 -0.2904 -1.0056 0.238
H 2.3690 1.4401 -0.8149 0.302
H 1.7219 0.2463 1.6783 0.236
H 2.5249 -1.1690 1.0957 0.199
H -3.3347 -1.3265 -0.0610 0.374
H -1.1053 -2.2725 -0.1836 0.328
H -0.3520 1.9865 0.2955 0.195
H -3.0399 1.7390 0.2966 0.342
```

Structure (SMILES): c1c[nH]c(N2CC2)c1
Total charge: 0
LUMO level: 1.00 eV
HOMO-LUMO gap: 8.89 eV
HOMO: -7.9 eV



# C6H8N2

An isolated molecule of C6H8N2 at a distorted geometry (the ωB97M-V functional and the def2-TZVPD basis, the Open Molecules 2025 dataset).

Geometry as XYZ:
```
16
Properties=species:S:1:pos:R:3:mulliken_charge:R:1
N -0.5869 -0.8942 0.3057 -0.162
N 1.6578 -1.2934 -0.0445 -0.498
C 1.1722 1.1923 -0.3776 -0.195
C -2.0696 -0.4642 -0.0793 -0.613
C -0.1883 1.4798 -0.1504 -0.449
C 1.8331 0.0549 0.4862 -0.428
C -0.8811 0.4577 0.6400 0.234
C 0.4607 -1.6558 -0.3052 0.176
H -1.2705 0.6539 1.6854 0.283
H -3.0149 -0.8724 0.4897 0.209
H -2.5204 -0.3499 -1.1078 0.235
H 0.1111 -2.5117 -1.2092 0.243
H 1.4691 1.7049 -1.4173 0.235
H 3.0795 0.0778 0.6954 0.305
H 1.5618 0.4168 1.5730 0.229
H -0.8135 2.0035 -1.1840 0.197
```

Structure (SMILES): C1=C[C@H]2CN2C=NC1
Total charge: 0
LUMO level: 0.88 eV
HOMO-LUMO gap: 9.53 eV
HOMO: -8.7 eV



# C6H8N2O

An isolated molecule of C6H8N2O at a distorted geometry (the ωB97M-V functional and the def2-TZVPD basis, the Open Molecules 2025 dataset).

Geometry as XYZ:
```
17
Properties=species:S:1:pos:R:3:mulliken_charge:R:1
O 0.5709 1.0919 0.8870 -0.359
N 0.2511 2.9833 -0.4708 -0.455
N -3.6789 -0.9463 0.0737 -0.477
C 0.7144 2.4607 0.5026 0.055
C -0.5004 0.5405 -1.3608 -1.525
C -2.8651 -0.2076 0.4509 0.301
C -1.6961 0.3492 0.9279 -0.769
C 0.2327 -1.1361 0.3989 -1.512
C -0.3921 0.2743 0.2219 1.276
H -0.2941 -1.7137 -0.2637 0.467
H 0.2706 -1.6100 1.3280 0.394
H 0.5686 0.4826 -1.6613 0.422
H 1.2775 -1.0389 0.0043 0.348
H -1.5962 0.7722 1.8935 0.441
H -1.0880 -0.1326 -1.9066 0.441
H -0.7025 1.5808 -1.6254 0.492
H 1.4374 2.8211 1.1372 0.459
```

Total charge: 0
LUMO level (alpha / beta): -1.29 / -1.38 eV
HOMO-LUMO gap (alpha / beta): 9.25 / 7.76 eV
HOMO (alpha / beta): -10.5 / -9.1 eV



Summary of electronic energy in eV
-21258.596; -36915.419; -30869.304; -50352.769; -7828.003; -9328.456; -9325.932; -9327.885; -9326.172; -9327.570; -9324.911; -11374.538
(order as listed above)
Summary of molar mass in g/mol
258.0; 396.0; 285.1; 356.1; 94.1; 108.1; 108.1; 108.1; 108.1; 108.1; 108.1; 124.1
(order as listed above)